ORCA calculation (ωB97M-V/def2-TZVPD) on a 11-piece molecular cluster, C38H110N10O2 overall.

Structure (ORCA input):
```
! RIJCOSX wB97M-V def2-TZVPD def2/J DEFGRID3
* xyz 2 1
N 2.978 2.527 3.010
H 3.130 3.500 2.756
H 2.474 2.598 3.897
H 3.869 1.990 3.147
H 2.302 2.108 2.315
N -1.855 4.828 -2.558
H -2.211 5.129 -1.651
H -1.196 5.500 -2.934
H -2.620 4.471 -3.217
H -1.361 3.967 -2.188
N -1.616 2.977 1.628
H -2.192 2.968 0.790
H -1.955 2.274 2.337
H -1.514 3.870 2.102
H -0.653 2.638 1.390
N 1.227 4.361 -0.153
H 1.251 3.702 0.657
H 0.465 4.081 -0.814
H 2.127 4.211 -0.612
H 1.101 5.311 0.191
O -0.507 2.973 -1.187
C -0.417 1.614 -0.814
C 0.641 1.099 0.189
O 0.950 1.926 1.278
H -0.257 1.032 -1.733
H -1.395 1.259 -0.445
H 1.613 0.811 -0.244
H 0.398 0.076 0.518
C 0.845 -2.409 2.401
C 2.360 -2.254 2.626
N 2.831 -2.095 3.995
C 2.676 -3.369 4.716
C 3.451 -4.569 4.173
C 2.117 -1.041 4.694
C 2.573 -0.701 6.119
H 0.456 -3.356 2.786
H 0.644 -2.439 1.333
H 0.228 -1.600 2.791
H 2.971 -3.013 2.144
H 2.505 -1.301 2.093
H 3.104 -3.221 5.709
H 1.617 -3.631 4.832
H 4.370 -4.199 3.703
H 3.746 -5.247 4.968
H 2.968 -5.075 3.335
H 1.052 -1.311 4.767
H 2.085 -0.127 4.087
H 2.203 0.262 6.471
H 3.665 -0.642 6.115
H 2.258 -1.467 6.823
C 2.661 -0.306 -3.487
C 1.647 -1.236 -2.735
N 2.216 -2.507 -2.341
C 2.553 -3.430 -3.412
C 1.324 -4.226 -3.944
C 1.458 -3.026 -1.192
C 2.131 -4.255 -0.604
H 2.571 0.682 -3.052
H 2.467 -0.480 -4.545
H 3.647 -0.739 -3.323
H 1.404 -0.639 -1.854
H 0.692 -1.339 -3.271
H 3.219 -4.222 -3.079
H 2.933 -2.795 -4.208
H 1.621 -4.895 -4.753
H 0.479 -3.590 -4.206
H 0.988 -4.927 -3.176
H 1.175 -2.286 -0.450
H 0.474 -3.314 -1.605
H 1.506 -4.707 0.171
H 2.339 -5.014 -1.354
H 3.093 -4.096 -0.109
C 7.955 1.662 2.076
C 6.594 2.258 2.427
N 5.638 1.266 2.951
C 5.377 0.122 2.088
C 4.792 0.469 0.715
C 5.982 0.733 4.282
C 5.965 1.826 5.320
H 8.498 1.367 2.976
H 8.587 2.433 1.630
H 7.881 0.832 1.378
H 6.752 3.038 3.170
H 6.203 2.694 1.506
H 6.268 -0.479 1.882
H 4.645 -0.527 2.575
H 5.555 0.911 0.067
H 4.432 -0.344 0.080
H 3.917 1.125 0.790
H 6.892 0.133 4.349
H 5.153 0.136 4.678
H 5.095 2.467 5.141
H 6.816 2.516 5.230
H 6.030 1.582 6.379
C -4.423 0.865 -4.102
C -3.855 1.997 -3.268
N -3.637 3.268 -4.009
C -4.890 3.944 -4.398
C -5.523 4.671 -3.216
C -2.843 3.112 -5.254
C -1.463 2.438 -5.098
H -5.164 1.266 -4.796
H -5.027 0.209 -3.476
H -3.652 0.310 -4.630
H -4.506 2.249 -2.428
H -2.885 1.751 -2.829
H -4.860 4.577 -5.277
H -5.670 3.184 -4.541
H -6.207 5.444 -3.576
H -6.232 4.067 -2.642
H -4.808 5.044 -2.480
H -2.728 4.107 -5.685
H -3.452 2.511 -5.938
H -0.995 2.652 -4.140
H -0.868 2.717 -5.968
H -1.575 1.366 -5.273
C -5.477 -3.327 -2.322
C -4.780 -3.015 -3.637
N -3.487 -3.700 -3.730
C -2.517 -3.232 -2.753
C -2.148 -1.740 -2.732
C -2.930 -3.568 -5.098
C -3.622 -4.547 -6.054
H -5.702 -4.393 -2.290
H -6.395 -2.752 -2.202
H -4.822 -3.106 -1.479
H -5.412 -3.287 -4.481
H -4.611 -1.936 -3.765
H -2.775 -3.610 -1.763
H -1.581 -3.752 -2.979
H -2.989 -1.119 -2.406
H -1.352 -1.568 -2.003
H -1.795 -1.313 -3.672
H -1.870 -3.810 -5.071
H -3.178 -2.547 -5.419
H -3.678 -5.539 -5.610
H -3.117 -4.496 -7.018
H -4.656 -4.229 -6.190
C -4.127 2.596 4.075
C -4.112 1.139 3.587
N -2.843 0.760 2.966
C -1.727 0.607 3.895
C -1.950 -0.388 5.042
C -2.930 -0.346 1.990
C -3.892 -0.081 0.834
H -5.103 2.911 4.439
H -3.813 3.327 3.326
H -3.429 2.610 4.916
H -4.170 0.556 4.513
H -4.999 0.971 2.981
H -1.540 1.596 4.329
H -0.806 0.278 3.409
H -2.457 0.065 5.901
H -0.988 -0.635 5.498
H -2.513 -1.285 4.795
H -1.948 -0.564 1.571
H -3.257 -1.180 2.624
H -4.948 -0.320 0.951
H -3.883 0.989 0.597
H -3.535 -0.628 -0.039
*
```

Calculated values
LUMO level = -5.21 eV
energy = -2211.1876 Eh
relative energy (zero: lowest compared OMol25 entry of this formula, charge and spin) = 20.2 kcal/mol
frontier orbital gap = 6.13 eV
HOMO energy = -11.3 eV

Atomic partial charges in e from the Löwdin method, atoms 1 to 5:
1. N 0.268
2. H 0.128
3. H 0.132
4. H 0.089
5. H 0.059

=====

ORCA calculation (ωB97M-V/def2-TZVPD) on C38H13F15GeN3O2S6W as an isolated structure.

Structure (ORCA input):
```
! RIJCOSX wB97M-V def2-TZVPD def2/J DEFGRID3
* xyz 1 3
W 0.975 0.418 -1.364
O 3.601 -1.673 -7.458
C 3.564 -0.490 -7.117
O 3.837 0.575 -7.674
C 2.976 -0.291 -5.704
C 3.155 0.918 -5.032
C 2.650 1.055 -3.758
N 1.927 0.072 -3.198
C 1.843 -1.137 -3.779
C 2.363 -1.351 -5.035
C 1.380 -2.155 -2.824
C 1.254 -3.499 -3.112
C 1.006 -4.387 -2.078
C 0.916 -3.913 -0.780
C 1.016 -2.557 -0.555
N 1.214 -1.682 -1.555
C 3.013 2.078 -2.763
C 3.757 3.208 -3.042
C 4.203 3.996 -1.995
C 3.914 3.617 -0.692
C 3.144 2.495 -0.474
N 2.677 1.742 -1.486
H 3.717 1.689 -5.541
H 2.381 -2.316 -5.526
H 1.377 -3.842 -4.129
H 0.910 -5.444 -2.285
H 0.758 -4.578 0.056
H 0.938 -2.135 0.434
H 3.992 3.451 -4.068
H 4.782 4.887 -2.193
H 4.262 4.189 0.155
H 2.859 2.194 0.525
C -5.287 2.985 -1.575
S -4.077 1.641 -1.405
C -2.566 2.495 -1.213
C -1.421 2.111 -1.794
S -0.962 0.707 -2.759
S -0.006 3.051 -1.433
C -0.674 4.021 -0.127
S 0.211 5.007 0.792
S -2.402 3.809 -0.048
H -6.155 2.722 -0.975
H -5.571 3.092 -2.619
H -4.886 3.930 -1.215
F -1.749 -1.170 4.947
C -1.326 0.101 5.044
C -0.836 0.740 3.919
C -0.464 2.066 4.069
F -0.021 2.775 3.023
C -0.547 2.725 5.284
F -0.179 3.995 5.389
C -1.026 2.046 6.394
F -1.113 2.662 7.560
C -1.424 0.722 6.276
F -1.903 0.074 7.329
Ge -0.704 -0.280 2.275
S 0.862 0.684 1.005
C -0.010 -2.036 2.781
C -0.657 -3.251 2.645
F -1.858 -3.324 2.059
C -0.101 -4.441 3.090
F -0.742 -5.592 2.919
C 1.141 -4.428 3.709
F 1.681 -5.556 4.133
C 1.814 -3.225 3.877
F 2.996 -3.202 4.473
C 1.225 -2.062 3.414
F 1.891 -0.916 3.611
C -2.454 -0.457 1.435
C -3.631 -0.029 2.034
F -3.606 0.746 3.121
C -4.880 -0.393 1.556
F -5.981 0.048 2.148
C -4.976 -1.206 0.438
F -6.162 -1.523 -0.051
C -3.823 -1.639 -0.199
F -3.901 -2.394 -1.287
C -2.602 -1.249 0.311
F -1.497 -1.715 -0.314
*
```

Calculated values
LUMO level (spin up / spin down) = -4.92 / -5.52 eV
energy = -7801.5061 Eh
<S²> = 2.023
relative energy (zero: lowest compared OMol25 entry of this formula, charge and spin) = 29.7 kcal/mol
frontier orbital gap (spin up / spin down) = 5.57 / 4.95 eV
HOMO energy (spin up / spin down) = -10.5 / -10.5 eV

Atomic partial charges in e from the Löwdin method, atoms 1 to 5:
1. W 1.150
2. O 0.008
3. C -0.695
4. O 0.011
5. C -0.032

=====

ORCA calculation (ωB97M-V/def2-TZVPD) on a 15-piece molecular cluster, C38H18BrCl56F10N3O2 overall.

Structure (ORCA input):
```
! RIJCOSX wB97M-V def2-TZVPD def2/J DEFGRID3
* xyz 0 1
O 7.412 -2.761 3.200
C 6.609 -1.900 2.516
F 6.388 -0.576 3.159
C 5.976 -2.332 1.029
C 4.698 -1.349 0.733
C 4.777 -0.221 -0.496
C 6.136 -0.111 -1.447
C 6.184 -1.236 -2.647
F 6.953 -2.472 -2.276
C 3.478 0.749 -0.741
Br 3.550 2.078 -2.276
C 2.085 0.721 0.179
N 1.013 1.702 -0.202
C -0.131 1.547 0.761
C -0.227 0.506 2.008
C -1.549 0.531 2.976
C -2.871 -0.228 2.374
O -2.708 -0.803 1.030
C -4.026 -0.790 0.379
C -4.322 -2.050 -0.626
F -3.272 -2.174 -1.694
F -5.603 -1.776 -1.378
C -4.414 -3.517 0.100
F -5.184 -4.402 -0.852
F -3.041 -4.068 0.221
C -5.247 -3.547 1.511
F -4.294 -3.314 2.625
F -6.463 -2.701 1.543
C -5.787 -5.118 1.705
F -6.145 -5.223 3.167
F -4.721 -6.129 1.482
N 0.857 -0.488 2.316
C 2.030 -0.369 1.384
C 3.307 -1.405 1.658
C 3.280 -2.554 2.864
C 3.396 -4.142 2.397
C 3.303 -5.154 3.726
C 3.124 -4.411 5.164
N 3.066 -2.967 5.526
C 3.144 -2.006 4.389
H 6.878 -2.186 0.267
H 5.737 -3.477 1.030
H 6.252 0.966 -1.948
H 7.078 -0.212 -0.720
H 6.782 -0.740 -3.552
H 5.133 -1.604 -3.015
H -1.055 2.287 0.610
H -1.837 1.671 3.139
H -1.272 0.070 4.032
H -3.769 0.550 2.460
H -3.145 -1.088 3.153
H -4.046 0.189 -0.303
H -4.940 -0.692 1.104
H -6.765 -5.301 1.068
H 3.523 -4.515 1.295
H 3.333 -6.339 3.590
H 3.022 -5.162 6.089
H 3.092 -0.855 4.606
C 2.935 2.224 -6.223
Cl 4.128 1.026 -5.659
Cl 1.304 1.511 -6.165
Cl 2.993 3.660 -5.170
Cl 3.317 2.699 -7.897
C 4.135 7.467 -3.985
Cl 2.637 8.355 -3.608
Cl 5.514 8.260 -3.182
Cl 3.993 5.789 -3.401
Cl 4.397 7.463 -5.747
C 2.035 -7.114 -0.958
Cl 0.537 -6.226 -0.582
Cl 3.414 -6.321 -0.155
Cl 1.893 -8.792 -0.375
Cl 2.297 -7.118 -2.721
C 0.835 3.493 5.198
Cl 1.784 1.985 5.161
Cl 1.859 4.824 5.793
Cl 0.261 3.874 3.555
Cl -0.563 3.288 6.283
C 1.135 5.320 -10.356
Cl 2.882 5.495 -10.048
Cl 0.783 3.640 -10.835
Cl 0.228 5.717 -8.875
Cl 0.649 6.426 -11.665
C -3.065 6.299 7.594
Cl -4.563 7.188 7.970
Cl -1.686 7.092 8.397
Cl -3.207 4.622 8.177
Cl -2.803 6.295 5.831
C -2.165 -5.370 -3.725
Cl -1.060 -3.987 -3.926
Cl -1.315 -6.691 -2.883
Cl -3.578 -4.866 -2.764
Cl -2.706 -5.936 -5.325
C -2.165 9.517 2.827
Cl -1.216 8.009 2.790
Cl -1.141 10.848 3.422
Cl -2.739 9.898 1.184
Cl -3.563 9.312 3.912
C -0.965 -9.325 -6.782
Cl -0.016 -10.833 -6.820
Cl 0.059 -7.994 -6.187
Cl -1.539 -8.943 -8.425
Cl -2.363 -9.530 -5.697
C -8.165 8.597 6.456
Cl -7.550 7.201 7.378
Cl -6.801 9.453 5.694
Cl -9.287 8.027 5.194
Cl -9.022 9.705 7.556
C -9.487 -7.206 1.942
Cl -10.985 -6.318 2.318
Cl -8.108 -6.413 2.745
Cl -9.629 -8.883 2.525
Cl -9.225 -7.210 0.180
C -11.485 -3.998 5.848
Cl -10.568 -4.122 7.371
Cl -10.350 -3.877 4.480
Cl -12.504 -5.445 5.649
Cl -12.517 -2.546 5.893
C 8.283 8.588 -6.972
Cl 7.810 10.066 -7.847
Cl 7.426 8.522 -5.411
Cl 7.855 7.158 -7.945
Cl 10.041 8.605 -6.684
C 9.183 1.688 -4.943
Cl 9.046 0.512 -6.274
Cl 7.901 1.381 -3.744
Cl 10.777 1.519 -4.164
Cl 9.009 3.339 -5.589
*
```

Calculated values
LUMO level = -1.62 eV
energy = -31115.8376 Eh
relative energy (zero: lowest compared OMol25 entry of this formula, charge and spin) = 613.2 kcal/mol
frontier orbital gap = 6.71 eV
HOMO energy = -8.3 eV

Atomic partial charges in e from the Löwdin method, atoms 1 to 5:
1. O -0.021
2. C -0.156
3. F -0.032
4. C -0.059
5. C -0.043

=====

Number 1: maximum force 2.6 eV/A. Number 2: maximum force 1.0 eV/A. Number 3: maximum force 10.1 eV/A.